137
Properties=species:S:1:pos:R:3 method="wB97M-V/def2-TZVPD" gap_ev=3.6 relative_energy_ev=0.0000 total_charge=-2 e_tot_ev=-114343.215 homo_ev=-0.4416 e_lumo_ev=3.13
Cs 0.468 -0.321 -0.143
C -2.228 -4.019 -2.815
C -1.826 -3.441 -1.460
C -2.122 -4.442 -0.343
P -2.359 -1.659 -1.126
C -3.479 -1.108 -2.617
C -4.658 -1.814 -3.298
C -2.541 -0.584 -3.722
C -3.773 -1.801 0.089
C -4.828 -2.660 -0.233
C -6.032 -2.649 0.456
C -6.204 -1.732 1.481
C -5.138 -0.924 1.858
C -3.880 -0.964 1.231
Si -2.312 -0.080 2.037
C -3.231 1.297 3.068
C -3.952 1.237 4.268
C -4.662 2.325 4.755
C -4.666 3.517 4.039
C -3.915 3.631 2.878
C -3.158 2.554 2.400
P -1.853 2.615 1.086
C -2.717 2.125 -0.515
C -4.201 2.475 -0.556
C -1.935 2.618 -1.735
C -1.558 4.486 0.784
C -0.919 5.046 2.060
C -2.577 5.483 0.221
C -1.973 -1.295 3.533
C -2.998 -2.014 4.175
C -2.852 -2.543 5.447
C -1.663 -2.350 6.142
C -0.605 -1.725 5.505
C -0.722 -1.245 4.194
P 0.739 -0.712 3.199
C 1.636 0.561 4.242
C 2.487 0.160 5.445
C 0.615 1.642 4.622
C 1.838 -2.237 3.235
C 1.347 -3.168 2.115
C 1.985 -3.058 4.517
H -1.641 -4.922 -3.019
H -2.056 -3.320 -3.636
H -3.282 -4.305 -2.826
H -0.738 -3.320 -1.469
H -3.153 -4.799 -0.380
H -1.941 -3.993 0.632
H -1.464 -5.313 -0.451
H -3.903 -0.224 -2.122
H -4.341 -2.697 -3.856
H -5.126 -1.130 -4.019
H -5.434 -2.109 -2.593
H -2.273 -1.382 -4.424
H -1.612 -0.190 -3.300
H -3.016 0.214 -4.306
H -4.704 -3.355 -1.055
H -6.830 -3.330 0.178
H -7.149 -1.669 2.010
H -5.284 -0.249 2.695
H -3.968 0.306 4.828
H -5.229 2.244 5.678
H -5.241 4.366 4.395
H -3.916 4.577 2.357
H -2.641 1.030 -0.511
H -4.370 3.555 -0.527
H -4.724 2.028 0.290
H -4.662 2.085 -1.474
H -2.024 3.696 -1.885
H -2.301 2.122 -2.640
H -0.868 2.381 -1.628
H -0.747 4.411 0.048
H -1.651 5.143 2.864
H -0.482 6.037 1.882
H -0.129 4.379 2.418
H -3.420 5.649 0.893
H -2.984 5.169 -0.739
H -2.097 6.460 0.066
H -3.948 -2.138 3.666
H -3.672 -3.082 5.911
H -1.553 -2.708 7.160
H 0.330 -1.619 6.038
H 2.331 1.001 3.516
H 1.897 -0.320 6.226
H 2.937 1.057 5.885
H 3.298 -0.511 5.157
H -0.018 1.294 5.443
H -0.053 1.890 3.789
H 1.118 2.561 4.942
H 2.825 -1.858 2.947
H 0.280 -3.379 2.223
H 1.904 -4.110 2.135
H 1.514 -2.717 1.140
H 1.036 -3.514 4.801
H 2.359 -2.485 5.366
H 2.698 -3.867 4.323
O 1.123 2.238 1.071
C 2.382 2.835 1.322
C 2.516 4.038 0.409
C 2.462 3.677 -1.084
C 3.585 2.753 -1.468
C 4.806 3.246 -1.922
C 5.833 2.357 -2.190
C 5.615 1.005 -1.989
C 4.368 0.593 -1.539
N 3.369 1.447 -1.286
H 0.979 1.512 1.701
H 3.198 2.126 1.142
H 2.453 3.176 2.363
H 3.458 4.547 0.635
H 1.693 4.725 0.634
H 2.512 4.593 -1.680
H 1.513 3.180 -1.292
H 4.937 4.314 -2.064
H 6.791 2.717 -2.549
H 6.389 0.270 -2.171
H 4.157 -0.454 -1.330
I 1.847 -0.305 -4.117
C 1.016 1.270 -5.182
I 1.934 3.115 -4.931
H -0.011 1.415 -4.868
H 1.085 1.071 -6.242
C 2.786 -3.791 -1.558
C 3.792 -3.312 -0.553
C 4.896 -3.983 -0.043
C 5.484 -3.094 0.906
C 4.692 -1.951 0.889
C 4.873 -0.670 1.655
N 3.665 -2.079 0.004
H 3.128 -4.706 -2.048
H 2.614 -3.037 -2.336
H 1.812 -4.002 -1.098
H 5.228 -4.981 -0.302
H 6.359 -3.269 1.519
H 5.171 -0.853 2.692
H 3.932 -0.110 1.663
H 5.634 -0.016 1.210
F -1.075 -1.975 0.652